Record 1
15
Properties=species:S:1:pos:R:3:forces:R:3 method="wB97M-V/def2-TZVPD" fmax_ev_per_a=3.6 gap_ev=10.527 smiles=C[C@@]1(CO)CN1 spin_multiplicity=1 total_charge=0
O 2.205323 0.179028 -0.499522 0.1 1.5 3.1
N 0.311260 0.830779 1.213661 0.1 -1.7 -1.2
C 1.091328 -0.588535 -0.801653 -0.5 0.1 0.3
C -1.284287 -0.970663 0.082058 0.0 0.1 0.2
C -0.121061 -0.032120 -0.071123 0.3 0.5 1.5
C -0.299230 1.416681 0.038132 -0.5 0.6 -0.4
H 0.907793 -0.580868 -1.884845 0.0 0.1 0.1
H -1.605560 -1.350200 -0.885358 0.0 0.0 -0.2
H -0.339423 0.643913 1.969114 -0.1 0.1 -0.2
H 1.231720 -1.640919 -0.523887 0.0 -0.1 0.1
H -1.000931 -1.832975 0.681646 0.0 -0.1 0.1
H -1.313830 1.790684 0.134212 0.0 0.0 -0.1
H 1.988241 0.562485 0.506710 0.6 -1.3 -3.3
H 0.372471 2.066402 -0.516418 -0.1 0.0 0.0
H -2.143818 -0.493695 0.557278 0.0 0.0 0.0



Record 2
112
Properties=species:S:1:pos:R:3:forces:R:3 method="wB97M-V/def2-TZVPD" fmax_ev_per_a=7.8 gap_ev=5.978 spin_multiplicity=1 total_charge=+1
P 1.990255 1.627977 0.279005 2.3 -0.8 -0.4
P 0.688537 1.241011 -1.463742 -3.4 -0.1 -4.3
O 0.972151 -0.373443 -2.034014 -0.6 3.2 3.0
O 4.441958 4.816162 -0.616054 -5.2 -3.3 0.6
O -0.995302 1.287645 -1.059077 3.4 -0.4 0.0
O 2.011779 3.251502 2.693521 -1.2 -0.6 -3.5
N 11.823900 -1.046283 -0.395822 -0.5 -0.6 0.1
N 7.471737 -5.334691 0.354079 -0.7 0.0 0.2
N -5.529014 8.956272 1.831400 0.7 -0.4 0.2
N -1.536140 -5.126831 -4.191399 -0.4 0.7 -0.4
N -2.584292 4.093165 -0.113267 0.3 0.6 -0.5
N -0.935906 9.876831 0.820135 0.6 -0.5 0.2
N -1.809943 5.373931 -6.741383 0.3 -0.6 0.4
N -4.381876 -4.065188 0.001725 -0.3 6.1 -4.7
N -6.461548 -9.262550 -0.495002 0.5 0.5 -0.1
N -4.141088 -5.617378 1.144889 0.7 -6.0 4.9
N 1.188768 3.750116 6.610957 1.1 -0.3 -0.3
N 1.913146 -4.492080 -0.190441 -0.3 0.2 -0.6
N -1.789988 5.233521 4.035987 0.1 -0.5 0.5
N 0.894203 2.347807 -2.635818 0.6 -1.6 3.2
N 0.436946 -8.834174 -7.789293 0.0 0.2 0.8
N 0.432210 -0.972879 1.040816 -0.7 0.1 0.0
C 1.362115 -4.283095 -1.182423 0.2 0.0 0.2
C 0.462318 -8.577809 -6.665198 0.0 -0.1 -0.3
C -1.732552 4.549153 4.963711 0.0 0.2 -0.1
C -5.701125 -8.432898 -0.748900 -0.2 -0.2 0.0
C 3.611580 2.487907 -0.320773 0.1 0.4 0.1
C 1.315489 8.798936 1.621098 0.3 -0.1 0.1
C -0.478886 2.766993 1.746703 1.0 -1.3 0.1
C -4.733674 -7.377512 -1.070633 0.1 0.1 -0.4
C -3.279185 7.876415 2.632538 0.1 -0.2 0.2
C 11.093213 -1.925863 -0.244208 0.2 0.2 0.0
C 10.162774 -3.044639 -0.051625 -0.2 -0.2 0.0
C -0.889578 3.262965 -5.490063 0.1 -0.2 0.1
C -2.470902 -2.868675 -5.138505 -0.1 0.3 -0.1
C 3.402018 4.088784 -0.506772 4.2 1.6 -0.5
C -3.801011 -7.396144 3.052737 0.1 -0.2 0.3
C -5.326989 -1.794157 -0.934836 -0.2 0.2 0.0
C -2.057803 -1.308038 1.784587 -0.3 -0.1 0.1
C -4.799322 -3.062005 -0.412720 -0.2 0.0 0.2
C -2.083992 6.560251 -0.850197 0.0 0.2 -0.1
C 4.981182 -5.665005 1.100267 -0.3 0.0 0.1
C 6.375651 -5.480618 0.682048 0.3 0.0 -0.1
C -2.362906 5.179552 -0.437785 -0.1 -0.2 0.0
C 2.162452 3.267348 6.224580 -0.2 0.1 0.1
C 0.054763 9.402010 1.172832 -0.2 0.1 -0.1
C -1.405107 4.444927 -6.190894 -0.1 0.2 -0.2
C -1.947357 -4.132832 -4.608254 0.0 -0.3 0.0
C 3.401300 2.654067 5.732352 0.3 -0.1 -0.1
C 0.494456 -8.251585 -5.234743 0.0 0.1 0.3
C -1.659967 3.679452 6.142694 -0.4 -0.1 0.4
C -4.538863 8.481248 2.183873 -0.2 0.2 -0.1
C -3.990766 -6.403258 1.987692 0.0 0.2 0.1
C 0.660762 -4.017338 -2.443978 -0.1 0.1 -0.1
C -0.664657 -1.119599 1.369163 0.1 -0.1 0.0
B 1.144197 2.636476 1.679085 -1.1 2.3 3.6
H 2.447564 0.388330 0.889727 -0.4 0.9 -0.5
H 1.001073 -4.681026 -3.242867 0.0 0.0 0.3
H 1.058451 -0.904777 -1.196390 -0.3 0.0 -0.8
H -5.221302 -0.983554 -0.208313 0.0 -0.2 0.0
H -1.291690 2.225555 -0.916365 0.3 -0.7 -0.3
H 3.327777 2.390031 4.674222 -0.2 0.1 0.2
H 0.821153 -2.990704 -2.785773 0.1 -0.1 0.2
H -2.648525 3.507499 6.578088 0.0 0.2 -0.3
H 1.145409 7.856915 2.150142 -0.2 0.2 0.0
H 2.715932 3.780312 2.240107 -0.3 -0.8 0.8
H 3.992422 2.035648 -1.313878 -0.7 0.7 1.6
H 9.375298 -2.795164 0.664355 0.2 0.1 -0.1
H -6.389482 -1.871078 -1.181702 0.1 -0.1 0.1
H -1.239532 2.700993 5.896541 0.0 0.2 -0.1
H 9.672290 -3.326669 -0.986968 0.2 0.2 0.1
H -0.880458 3.091756 2.773724 0.8 -0.1 -1.7
H -1.659986 2.791864 -4.873581 0.0 0.2 -0.1
H -0.004939 -9.017392 -4.635189 0.0 0.0 -0.3
H 2.321023 4.508228 -0.570339 1.5 -0.5 0.1
H 4.413229 2.276243 0.500303 -1.4 0.5 -1.5
H -0.526957 2.505367 -6.190061 -0.1 0.2 -0.1
H -4.040082 -8.406170 2.708672 0.0 0.2 -0.2
H -1.569930 7.119878 -0.063929 -0.1 -0.2 0.0
H 1.610847 3.002632 -2.289488 -0.1 -0.2 -0.7
H -0.057131 3.517638 -4.828967 -0.2 0.1 -0.1
H -3.533979 -2.944225 -5.382660 0.2 -0.2 0.1
H -2.614050 7.660384 1.792991 -0.2 0.2 0.0
H -1.033072 4.113172 6.924123 -0.1 0.0 -0.4
H -2.767686 -7.411300 3.410086 -0.1 0.1 -0.2
H -2.656129 -0.409551 1.608762 0.3 0.0 -0.1
H -4.804563 -1.484692 -1.844137 0.0 -0.2 0.1
H -2.735587 8.535955 3.314221 -0.2 0.1 -0.1
H -5.041931 -6.411674 -0.665483 -0.1 -0.3 0.0
H -3.003352 7.103318 -1.086225 0.0 -0.2 0.1
H -0.774396 3.510342 0.889454 0.2 -1.4 1.7
H -2.132622 -1.543752 2.849662 0.3 0.0 -0.1
H 4.907091 -5.893919 2.166831 0.2 0.0 -0.1
H -3.449610 6.934783 3.160687 -0.1 0.2 -0.1
H 1.519563 -8.167339 -4.863525 -0.1 -0.1 -0.3
H 1.980347 8.583549 0.780061 -0.2 0.2 0.0
H 3.642986 1.738291 6.278682 -0.2 0.2 0.1
H -3.744754 -7.599069 -0.661712 -0.2 -0.1 0.0
H -2.533994 -2.127247 1.237113 0.3 0.0 -0.1
H 1.858113 9.459843 2.302254 -0.2 0.0 -0.1
H 4.503171 -6.485791 0.559028 0.2 0.1 0.0
H -0.892665 1.692117 1.537497 0.4 2.1 0.0
H -1.949167 -2.568102 -6.051080 0.0 -0.2 0.1
H -4.616934 -7.253348 -2.151076 -0.2 -0.3 0.1
H 4.384168 -4.767301 0.919437 0.2 -0.1 -0.1
H 10.674037 -3.933827 0.326564 0.1 0.2 -0.1
H -2.360629 -2.053337 -4.418167 0.1 -0.2 0.1
H -0.004767 -7.300918 -5.027231 0.0 -0.1 -0.2
H 4.254742 3.329158 5.839076 -0.2 0.1 0.1
H -1.449735 6.594175 -1.740301 -0.1 -0.2 0.1
H -0.417637 -4.159815 -2.343306 0.3 -0.1 0.2
H -4.439528 -7.188089 3.915652 0.0 0.1 -0.2



Record 3
70
Properties=species:S:1:pos:R:3:forces:R:3 method="wB97M-V/def2-TZVPD" fmax_ev_per_a=4.1 gap_ev=9.063 smiles="CN(C)C=O.CN(C)C=O.CN(C)C=O.CN(C)C=O.CN(C)C=O.CC(C)=O" spin_multiplicity=1 total_charge=0
O -3.506821 -1.753938 -3.507083 -1.8 -1.0 0.9
O -0.417629 0.515289 -0.237948 -2.5 -0.7 3.2
O 0.393092 3.078500 -3.273954 0.2 0.7 -0.2
O 2.836532 -3.462971 -3.651473 0.7 -1.9 -0.3
O -0.159528 -3.307202 0.780090 2.7 1.7 -0.4
O -0.005647 4.402422 2.238612 -1.3 1.3 1.4
N -4.406930 -3.149360 -1.917999 1.7 -2.3 2.1
N 2.036769 -3.012836 1.468324 -0.7 -0.9 0.8
N 0.430215 5.692910 4.075789 1.8 0.0 0.4
N 1.944399 2.854840 -1.640762 0.4 0.3 0.0
N 1.084041 -2.124311 -3.175284 0.6 0.9 -0.5
C 0.947210 -2.696995 0.752121 -2.7 -1.0 0.9
C 0.055688 -3.092122 -3.518065 0.3 -0.6 0.0
C 3.101637 2.545571 -2.573445 -1.9 0.0 1.2
C 2.080308 -4.270726 2.286608 0.1 0.1 -0.5
C 0.164255 6.382490 5.339422 -0.2 0.8 -0.3
C -1.298338 0.321829 0.644296 -0.2 0.4 -3.2
C 2.397280 -2.401529 -3.319705 -0.4 1.0 -0.2
C 2.138373 2.368281 -0.298781 1.5 0.2 0.1
C -5.358825 -3.364627 -0.828659 -0.6 0.3 0.1
C 0.544405 -0.781334 -3.027010 -1.9 0.1 0.7
C -0.415207 5.109470 3.175653 1.2 -0.6 0.4
C -1.252698 0.942863 2.012418 0.9 0.7 0.8
C 3.285958 -2.386309 1.082092 1.2 -0.5 0.8
C 1.880330 5.365093 3.929601 -1.1 1.1 -0.6
C -2.642173 -0.448012 0.347369 2.1 -0.3 0.6
C 0.692412 3.059458 -2.091201 -0.4 -1.5 -1.2
C -4.470407 -2.178859 -2.843790 1.6 1.0 -0.5
C -3.166100 -3.969460 -1.694325 0.5 0.6 -2.2
H 3.113580 -1.582191 -3.153012 -0.5 0.5 0.3
H -2.490068 -1.316816 -0.293046 0.2 0.3 -0.4
H 2.472122 6.204474 4.294745 -0.1 0.0 0.3
H -0.486312 -2.803597 -4.418674 -0.2 0.4 0.2
H -0.717639 1.890709 1.954199 0.5 -0.2 0.1
H -5.491019 -1.771117 -2.909382 0.1 0.2 -0.2
H 3.266750 3.405761 -3.222218 -0.1 -0.5 -0.3
H -0.169678 -0.557223 -3.819450 0.2 -0.2 -0.5
H -2.125161 1.185184 2.619208 -0.9 -0.2 -1.0
H 1.093987 0.153153 -2.913894 1.1 -0.7 0.0
H 3.980708 -2.727909 1.849387 0.5 -0.3 -0.5
H -0.107650 -0.827347 -2.154766 0.0 0.3 0.2
H -3.391368 0.224841 -0.069880 0.0 0.0 0.3
H -0.832747 6.813219 5.431889 -0.5 -1.0 0.1
H 4.001526 2.322547 -2.000232 -0.2 0.4 0.3
H -2.701643 -4.062403 -2.676029 -0.1 -0.1 -0.2
H 2.036653 5.358052 2.850889 0.4 -0.8 0.2
H -0.119773 2.978442 -1.352297 0.4 0.5 0.5
H 2.832084 -4.919822 1.837604 0.0 -0.1 0.2
H -4.969935 -3.970115 -0.009975 0.7 0.0 -0.4
H -0.781973 0.274589 2.733471 0.7 -0.2 -0.3
H -1.449343 5.303001 3.500169 -0.3 -0.2 -0.7
H -2.865863 -0.876139 1.324500 -0.8 0.2 0.0
H -6.233739 -3.939362 -1.132482 -0.3 0.4 -0.2
H 1.146125 -4.827541 2.359657 -0.3 0.5 -1.0
H 0.709511 7.316997 5.471646 0.7 0.1 -0.9
H 2.131175 4.462069 4.486121 0.1 -0.1 -0.4
H -3.319600 -4.998662 -1.369862 -0.7 0.3 0.3
H 2.271274 -4.163768 3.354411 0.7 0.9 -0.1
H 0.476973 -4.067780 -3.760376 0.4 0.2 0.3
H -0.606754 -3.215389 -2.661278 -0.2 0.1 -0.2
H -5.596045 -2.433864 -0.313387 -0.5 0.1 -0.4
H 3.083732 2.862273 -0.074344 0.1 -0.3 1.1
H 2.789308 1.594493 -3.004714 0.4 0.3 -1.0
H 2.321485 1.294250 -0.331013 -0.1 -0.2 0.2
H 3.438790 -1.309635 1.156387 -1.2 0.3 0.1
H 3.598430 -2.660046 0.074351 0.2 -0.3 0.1
H 1.395542 2.575924 0.471407 -0.2 0.3 -0.6
H 0.562662 5.834602 6.193346 -0.8 -0.6 0.1
H 1.161022 -1.727565 0.276007 -0.7 -0.1 -0.7
H -2.339730 -3.534714 -1.131992 -0.5 0.4 0.7



Energy, record by record: -287.74718 -3175.14882 -1435.55953 hartree